{
  "formula": "C41H41As3N8OS5Sr",
  "method": "ωB97M-V/def2-TZVPD",
  "total_charge": -2,
  "total_energy_ha": -10829.299167,
  "homo_lumo_gap_ev": 4.23,
  "e_homo_ev": -1.4,
  "species": ["H", "C", "C", "C", "C", "H", "C", "C", "H", "C", "C", "C", "C", "H", "H", "H", "H", "H", "H", "C", "C", "C", "H", "C", "S", "C", "H", "H", "H", "H", "C", "C", "H", "S", "S", "H", "N", "H", "C", "H", "C", "C", "C", "C", "H", "H", "C", "H", "Sr", "C", "C", "C", "H", "C", "As", "H", "C", "N", "As", "H", "H", "S", "H", "C", "H", "C", "H", "C", "As", "C", "C", "C", "H", "N", "N", "H", "H", "H", "N", "H", "C", "S", "C", "N", "H", "C", "C", "H", "C", "N", "C", "H", "H", "C", "O", "H", "N", "H", "H", "H"],
  "coordinates": [[-1.955, -7.975, -1.013], [3.927, 4.184, 0.472], [-2.262, -7.302, -1.799], [4.099, 1.185, -4.085], [5.810, -0.310, 1.568], [-5.840, 2.754, 1.309], [-1.985, -2.925, -1.581], [-5.161, -2.047, -0.169], [4.822, 2.057, -5.909], [4.733, 1.155, -5.314], [-5.064, -0.532, -3.481], [2.700, -1.693, -1.169], [5.254, -0.037, -5.790], [-1.527, -5.550, -0.823], [4.400, -2.059, -3.224], [-4.863, 0.507, 1.683], [-5.694, 2.550, -0.443], [-6.962, -3.234, -0.192], [1.919, 5.106, -1.890], [-3.080, -9.209, -3.098], [-3.084, -5.607, -3.843], [-1.632, -1.686, -3.275], [-5.750, -0.319, -4.308], [2.348, 4.478, -1.120], [-3.467, 0.992, 4.294], [-5.462, 0.212, -2.210], [5.529, -2.124, -5.404], [-6.362, 0.410, 0.748], [-4.241, 2.599, 0.574], [-4.056, -0.241, -3.775], [4.771, 0.215, -0.554], [4.494, -1.149, -3.801], [-1.669, 0.562, -1.858], [-0.120, -0.063, 3.929], [-2.550, -1.534, 1.961], [-2.210, 2.974, -2.649], [3.428, 4.937, -0.506], [6.067, 1.014, -2.052], [-6.608, -2.276, -0.577], [4.612, -4.658, -1.631], [-3.312, -6.954, -3.961], [3.776, -3.980, -1.749], [7.028, 0.116, 1.069], [-2.886, -7.834, -2.946], [-1.400, -0.795, -3.826], [-7.261, -1.500, -0.179], [4.676, -0.237, 0.768], [5.724, -0.682, 2.581], [0.128, -0.757, 1.153], [-2.031, -5.954, -1.689], [0.572, 2.736, -1.414], [7.121, 0.613, -0.223], [0.913, -3.537, -3.491], [3.975, 0.038, -3.303], [-1.995, 0.321, 2.962], [4.736, -2.447, -0.587], [1.666, -2.114, -2.134], [-1.338, 2.647, -2.261], [3.102, 0.213, -1.541], [-5.314, 1.285, -2.382], [-1.889, -3.312, -4.763], [-1.650, 1.750, 1.402], [-6.712, -2.297, -1.662], [3.712, -2.802, -0.823], [-3.825, -7.353, -4.826], [-1.018, 1.415, -1.819], [0.860, -1.400, -2.280], [2.248, -1.860, 0.305], [-4.303, -0.302, -0.618], [5.998, 0.644, -1.034], [1.699, -3.277, -2.794], [2.800, -4.203, -2.632], [3.684, 2.118, -3.712], [-0.336, 3.498, -2.006], [2.319, 2.474, 0.158], [-5.060, -1.610, -3.323], [2.818, -5.079, -3.270], [5.764, -0.062, -6.745], [-3.244, -10.342, -3.261], [-4.539, -2.838, -0.597], [-2.413, -5.091, -2.725], [3.072, -0.622, 1.400], [-1.882, -2.932, -3.762], [-1.712, -1.693, -1.917], [4.800, 4.574, 0.982], [1.784, 3.241, -0.802], [-5.274, 2.257, 0.521], [8.068, 0.980, -0.596], [-5.322, 0.750, 0.717], [-2.111, -3.732, -2.672], [3.361, 2.963, 0.808], [-3.434, -4.933, -4.613], [-5.062, -2.124, 0.918], [5.128, -1.189, -5.031], [3.023, -3.093, 0.389], [3.751, 2.357, 1.614], [0.188, 1.435, -1.312], [7.914, 0.066, 1.690], [-2.116, -3.252, -0.569], [-6.524, 0.064, -2.001]]
}